Formula: C12H30ClO3P2SiTl
Source: the Open Molecules 2025 dataset
Level of theory: ωB97M-V/def2-TZVPD

Each line ends with the Löwdin charge.
Positions of all 50 atoms, in Å:
C (1.31, 4.69, -0.54)  -0.13
C (0.92, 3.58, -1.28)  -0.09
H (0.94, 5.72, -0.78)  0.16
H (2.47, 4.42, -0.57)  -0.08
H (1.17, 4.42, 0.54)  0.09
O (0.15, 2.76, -1.70)  0.18
Cl (3.37, 3.28, 0.34)  0.03
Tl (0.74, -0.13, 0.92)  0.90
P (1.92, 0.22, -1.90)  0.83
C (0.91, -0.34, -3.30)  -0.21
C (3.09, 1.33, -2.65)  -0.23
H (3.68, 0.73, -3.33)  0.08
H (3.49, -1.45, -2.52)  0.08
H (3.65, 1.80, -1.84)  0.00
H (3.56, -1.16, -0.74)  0.07
H (0.20, 0.43, -3.61)  0.06
H (2.54, 2.11, -3.16)  0.06
C (2.90, -1.30, -1.61)  -0.24
H (1.58, -0.56, -4.14)  0.08
H (2.24, -2.16, -1.45)  0.05
H (0.32, -1.23, -3.05)  0.05
P (-1.26, 1.55, 2.19)  0.78
C (-3.04, 1.32, 1.97)  -0.21
C (-0.86, 0.51, 3.64)  -0.28
H (0.07, 3.42, 2.86)  0.07
H (-1.59, 3.37, 3.62)  0.08
H (-1.37, 3.90, 1.92)  0.06
C (-1.00, 3.24, 2.72)  -0.22
H (0.23, 0.50, 3.83)  0.05
H (-1.38, 0.96, 4.50)  0.07
H (-3.52, 1.66, 2.89)  0.08
H (-3.30, 0.27, 1.78)  0.06
H (-1.23, -0.52, 3.49)  0.06
H (-3.42, 1.90, 1.11)  0.07
C (-2.38, -0.10, -1.43)  0.03
O (-2.42, -0.40, -2.57)  0.02
C (-2.64, -3.11, 1.07)  -0.15
Si (-1.03, -3.05, 0.12)  0.22
C (0.33, -3.53, 1.37)  -0.19
C (-0.83, -4.08, -1.45)  -0.14
O (-0.93, -1.59, -0.59)  -0.50
H (-2.88, -4.16, 1.23)  0.04
H (-3.47, -2.67, 0.49)  0.04
H (-2.57, -2.65, 2.07)  0.03
H (0.13, -4.59, 1.56)  0.06
H (1.35, -3.44, 0.95)  0.03
H (0.24, -2.99, 2.33)  0.02
H (-1.54, -3.73, -2.21)  0.05
H (0.20, -4.03, -1.82)  0.04
H (-1.05, -5.13, -1.23)  0.04

Computed properties:
charge = +2
maximum force = 7.36 eV/Å
calculated total energy = -62724.02482 eV
relative energy (zero: lowest compared OMol25 entry of this formula, charge and spin) = 55.9 kcal per mole
Kohn-Sham gap (spin up / spin down) = 4.278 / 3.914 eV

---

Formula: C4H13N2OP
Source: the Open Molecules 2025 dataset
Level of theory: ωB97M-V/def2-TZVPD

Each line ends with the Löwdin charge.
Positions of all 21 atoms, in Å:
C (2.95, -1.62, 0.80)  -0.07
C (-3.06, -1.46, -0.16)  -0.18
C (0.02, 2.92, 0.23)  -0.14
C (4.00, -1.33, 0.06)  -0.08
N (-2.61, -0.08, 0.08)  -0.30
N (-0.93, 1.85, -0.24)  -0.30
O (-0.43, -0.59, -1.14)  -0.30
P (-0.91, 0.22, 0.28)  0.79
H (0.38, -0.26, -1.35)  -0.04
H (2.26, -0.79, 0.90)  0.02
H (2.78, -2.71, 1.01)  0.07
H (-3.95, -1.43, -0.70)  0.03
H (-2.14, -1.90, -0.65)  0.07
H (-3.30, -2.07, 0.81)  0.09
H (0.35, 2.59, 1.20)  0.05
H (0.96, 2.98, -0.40)  0.09
H (-0.65, 3.69, 0.23)  0.03
H (4.25, -0.38, -0.12)  0.00
H (4.50, -2.13, -0.41)  0.04
H (-3.14, 0.49, 0.71)  0.05
H (-1.36, 2.01, -1.13)  0.06

Computed properties:
maximum force = 4.55 eV/Å
calculated total energy = -18673.77302 eV
SMILES = CNP(O)NC.C=C
relative energy (zero: lowest compared OMol25 entry of this formula, charge and spin) = 55.6 kcal per mole
Kohn-Sham gap = 9.097 eV

---

Formula: H26O13
Source: the Open Molecules 2025 dataset
Level of theory: ωB97M-V/def2-TZVPD

Each line ends with the Löwdin charge.
Positions of all 39 atoms, in Å:
O (-5.18, 20.70, 6.88)  -0.03
H (-4.57, 20.08, 6.48)  0.04
H (-6.01, 20.21, 7.03)  0.00
O (-5.23, 16.67, 6.80)  -0.05
H (-5.77, 16.25, 7.47)  0.05
H (-4.58, 17.19, 7.29)  0.00
O (-7.34, 20.96, 10.21)  -0.05
H (-7.94, 21.68, 9.96)  0.03
H (-7.50, 20.26, 9.57)  -0.01
O (-2.14, 18.77, 5.29)  -0.04
H (-2.36, 18.05, 4.70)  0.05
H (-2.30, 18.44, 6.18)  0.00
O (-2.80, 17.73, 7.88)  -0.04
H (-2.23, 16.97, 7.72)  0.08
H (-2.56, 18.05, 8.75)  0.09
O (-1.23, 21.44, 5.55)  -0.09
H (-2.00, 22.02, 5.66)  -0.02
H (-1.61, 20.56, 5.41)  -0.03
O (-7.53, 19.18, 7.62)  -0.04
H (-7.20, 18.34, 7.97)  0.07
H (-8.37, 18.96, 7.21)  0.08
O (-5.45, 18.56, 4.34)  -0.05
H (-5.31, 18.12, 3.49)  0.07
H (-5.24, 17.88, 5.00)  0.02
O (-8.16, 22.63, 6.48)  -0.05
H (-8.42, 21.91, 7.06)  0.02
H (-7.52, 22.23, 5.89)  0.02
O (-5.30, 23.44, 7.63)  -0.06
H (-5.44, 22.48, 7.61)  0.00
H (-6.18, 23.83, 7.66)  0.04
O (-7.96, 20.07, 4.82)  -0.04
H (-7.37, 19.83, 4.10)  0.02
H (-7.71, 19.48, 5.53)  -0.01
O (-3.33, 23.34, 5.65)  -0.06
H (-3.95, 23.38, 6.41)  0.00
H (-3.89, 23.22, 4.88)  0.03
O (-4.79, 21.23, 3.44)  -0.05
H (-5.52, 21.13, 2.83)  0.03
H (-4.98, 20.59, 4.15)  -0.01

Computed properties:
maximum force = 0.44 eV/Å
calculated total energy = -27040.40631 eV
relative energy (zero: lowest compared OMol25 entry of this formula, charge and spin) = 35.5 kcal per mole
Kohn-Sham gap = 8.556 eV

---

Formula: C12H14N2O
Source: the Open Molecules 2025 dataset
Level of theory: ωB97M-V/def2-TZVPD

Each line ends with the Löwdin charge.
Positions of all 29 atoms, in Å:
C (-2.57, 0.38, -1.73)  -0.05
C (-2.80, -0.51, -0.70)  -0.02
C (0.67, 1.97, -2.39)  -0.04
C (-0.33, 0.62, -0.99)  0.01
C (0.84, 1.30, -1.16)  -0.22
C (-1.32, 0.91, -1.86)  -0.29
C (-0.92, -0.20, 0.93)  0.09
C (-1.79, -1.11, 0.22)  -0.51
C (1.93, 1.08, -0.16)  -0.08
C (1.44, 0.51, 1.29)  -0.09
C (0.98, -1.80, 0.62)  -0.05
C (0.33, -0.94, 2.83)  -0.05
N (-0.62, 1.68, -2.78)  0.04
N (0.47, -0.65, 1.39)  -0.36
O (-1.79, -2.31, 0.51)  -0.04
H (-3.47, 0.74, -2.35)  0.13
H (-3.85, -1.02, -0.63)  0.14
H (1.12, 2.70, -3.06)  0.11
H (2.53, 0.28, -0.63)  0.11
H (2.54, 1.94, 0.04)  0.10
H (2.32, 0.25, 1.76)  0.09
H (0.96, 1.33, 1.79)  0.12
H (0.07, -2.59, 0.43)  0.14
H (1.18, -1.48, -0.46)  0.11
H (2.02, -2.24, 0.99)  0.14
H (-0.05, -0.05, 3.24)  0.07
H (-0.16, -1.93, 3.10)  0.14
H (1.35, -0.83, 3.43)  0.13
H (-1.07, 1.98, -3.66)  0.17

Computed properties:
maximum force = 6.32 eV/Å
calculated total energy = -17691.42915 eV
relative energy (zero: lowest compared OMol25 entry of this formula, charge and spin) = 194.7 kcal per mole
Kohn-Sham gap = 8.010 eV

---

Formula: C24H33ClINO4S
Source: the Open Molecules 2025 dataset
Level of theory: ωB97M-V/def2-TZVPD

Each line ends with the Löwdin charge.
Positions of all 65 atoms, in Å:
C (-3.24, 0.14, 4.24)  -0.12
O (-2.46, -0.61, 3.27)  -0.24
C (-2.66, -0.12, 1.92)  -0.23
C (-3.79, -0.97, 1.10)  -0.16
C (-4.94, 0.00, 0.51)  -0.19
C (-5.43, -0.51, -0.97)  -0.21
C (-4.86, 0.38, -2.17)  -0.22
C (-3.47, -0.14, -2.80)  -0.19
C (-2.27, 0.73, -2.10)  -0.20
C (-0.90, 0.64, -2.91)  -0.15
C (0.29, 1.58, -2.36)  -0.38
N (0.68, 2.37, -3.59)  0.06
C (1.45, 1.68, -4.36)  -0.65
S (2.29, 0.58, -5.30)  0.65
C (-0.08, 2.70, -1.23)  -0.36
O (-0.94, 3.60, -1.39)  0.09
O (0.73, 2.59, -0.04)  -0.15
C (2.03, 2.01, -0.46)  -0.71
I (2.94, 3.78, -1.42)  0.97
C (2.87, 1.52, 0.81)  -0.13
C (4.46, 1.38, 0.55)  -0.37
C (5.18, 2.39, 1.60)  -0.06
O (4.94, 0.05, 0.95)  -0.20
C (4.67, -0.94, -0.08)  -0.17
C (3.76, -2.08, 0.62)  -0.14
C (4.12, -2.41, 2.12)  -0.01
C (3.25, -3.46, 2.84)  -0.07
C (2.06, -4.19, 2.13)  -0.07
C (1.72, -3.92, 0.62)  -0.06
C (2.62, -2.84, -0.09)  -0.08
C (1.49, 0.88, -1.50)  -0.43
Cl (0.48, -0.25, -0.41)  0.73
H (-2.56, 0.28, 5.16)  0.10
H (-4.15, -0.51, 4.53)  0.10
H (-3.55, 1.18, 3.88)  0.09
H (-1.67, -0.32, 1.36)  0.08
H (-2.83, 1.01, 1.86)  0.12
H (-3.27, -1.51, 0.23)  0.10
H (-4.19, -1.75, 1.84)  0.12
H (-5.86, -0.14, 1.20)  0.11
H (-4.64, 1.10, 0.48)  0.10
H (-6.58, -0.38, -0.96)  0.10
H (-5.22, -1.64, -1.10)  0.11
H (-4.77, 1.46, -1.79)  0.10
H (-5.66, 0.38, -3.00)  0.11
H (-3.45, -0.04, -3.95)  0.11
H (-3.39, -1.26, -2.53)  0.11
H (-2.18, 0.29, -1.04)  0.08
H (-2.66, 1.80, -1.95)  0.11
H (-0.56, -0.46, -2.98)  0.12
H (-1.15, 0.94, -4.01)  0.13
H (2.71, 2.32, 1.63)  0.13
H (2.53, 0.53, 1.27)  0.12
H (4.78, 1.57, -0.53)  0.11
H (4.79, 3.46, 1.50)  0.07
H (6.31, 2.28, 1.50)  0.09
H (4.90, 1.98, 2.64)  0.10
H (4.20, -0.51, -1.03)  0.11
H (5.66, -1.45, -0.35)  0.14
H (4.99, -1.87, 2.62)  0.10
H (3.50, -3.69, 3.94)  0.09
H (1.41, -4.95, 2.68)  0.08
H (0.86, -4.45, 0.10)  0.08
H (2.38, -2.58, -1.18)  0.08
H (2.32, 0.38, -2.12)  0.12

Computed properties:
maximum force = 6.18 eV/Å
calculated total energy = -66551.59839 eV
SMILES = COCCCCCCCC[C@@]1(N=C=S)C(=O)O[C@@](I)(C[C@@H](C)OCc2ccccc2)[C@H]1Cl
Kohn-Sham gap = 8.043 eV

---

Formula: C39H31AsLiN3O6
Source: the Open Molecules 2025 dataset
Level of theory: ωB97M-V/def2-TZVPD

Each line ends with the Löwdin charge.
Positions of all 81 atoms, in Å:
Li (0.35, -0.21, -0.55)  0.55
C (2.70, -3.67, -1.82)  -0.09
O (3.60, -3.74, -0.72)  -0.11
C (3.23, -3.20, 0.49)  -0.22
C (3.88, -3.73, 1.58)  -0.06
C (3.64, -3.28, 2.89)  -0.15
C (2.70, -2.29, 3.06)  -0.11
C (2.01, -1.73, 1.98)  -0.14
C (1.04, -0.69, 2.29)  -0.11
N (0.30, -0.10, 1.43)  -0.02
N (-0.54, 0.85, 2.00)  0.06
C (-1.22, 1.50, 1.10)  -0.48
O (-1.20, 1.35, -0.18)  -0.20
C (-2.14, 2.55, 1.69)  -0.12
C (-2.29, 2.69, 3.07)  -0.04
C (-3.17, 3.63, 3.60)  -0.11
C (-3.90, 4.46, 2.76)  -0.13
C (-3.75, 4.34, 1.39)  -0.10
C (-2.87, 3.39, 0.86)  -0.03
C (2.28, -2.12, 0.62)  -0.32
O (1.73, -1.58, -0.38)  -0.13
H (3.11, -4.38, -2.56)  0.08
H (2.65, -2.68, -2.24)  0.06
H (1.69, -3.98, -1.54)  0.10
H (4.60, -4.52, 1.39)  0.10
H (4.17, -3.71, 3.73)  0.07
H (2.47, -1.93, 4.06)  0.09
H (0.94, -0.40, 3.34)  0.11
H (-1.71, 2.05, 3.71)  0.10
H (-3.27, 3.72, 4.67)  0.09
H (-4.58, 5.20, 3.17)  0.08
H (-4.31, 4.97, 0.71)  0.09
H (-2.77, 3.28, -0.21)  0.08
O (1.62, 4.19, -2.27)  -0.08
C (1.75, 3.14, -1.60)  -0.70
O (1.69, 2.96, -0.38)  -0.01
C (2.00, 1.90, -2.47)  -0.17
C (2.97, 1.98, -3.48)  -0.03
C (3.21, 0.89, -4.28)  -0.09
C (2.47, -0.27, -4.08)  -0.09
C (1.54, -0.27, -3.07)  -0.18
N (1.30, 0.77, -2.26)  0.11
H (3.48, 2.93, -3.61)  0.11
H (3.97, 0.94, -5.06)  0.09
H (2.62, -1.15, -4.69)  0.09
H (0.93, -1.15, -2.87)  0.09
O (-1.24, -1.23, -1.30)  -0.49
As (-2.32, -0.04, -1.74)  1.18
C (-3.74, 0.44, -0.53)  -0.30
C (-4.77, 1.26, -0.96)  -0.10
C (-5.79, 1.59, -0.08)  -0.10
C (-5.79, 1.08, 1.22)  -0.10
C (-4.76, 0.24, 1.63)  -0.08
C (-3.73, -0.08, 0.75)  -0.09
C (-1.71, 1.28, -3.00)  -0.28
C (-1.58, 2.64, -2.74)  -0.07
C (-1.01, 3.48, -3.69)  -0.07
C (-0.56, 2.96, -4.89)  -0.08
C (-0.67, 1.60, -5.15)  -0.09
C (-1.24, 0.76, -4.21)  -0.14
C (-3.57, -1.08, -2.90)  -0.25
C (-3.99, -0.82, -4.21)  -0.11
C (-4.83, -1.69, -4.89)  -0.11
C (-5.27, -2.85, -4.28)  -0.12
C (-4.88, -3.13, -2.97)  -0.10
C (-4.04, -2.25, -2.30)  -0.10
H (-4.78, 1.65, -1.97)  0.11
H (-6.59, 2.25, -0.40)  0.09
H (-6.57, 1.35, 1.91)  0.09
H (-4.74, -0.14, 2.64)  0.10
H (-2.90, -0.71, 1.07)  0.12
H (-1.82, 3.02, -1.76)  0.08
H (-0.83, 4.51, -3.44)  0.10
H (-0.06, 3.61, -5.61)  0.10
H (-0.27, 1.18, -6.07)  0.10
H (-1.26, -0.31, -4.39)  0.11
H (-3.68, 0.10, -4.70)  0.09
H (-5.14, -1.46, -5.90)  0.09
H (-5.92, -3.54, -4.81)  0.09
H (-5.22, -4.03, -2.48)  0.09
H (-3.73, -2.49, -1.29)  0.10

Computed properties:
charge = -2
maximum force = 0.78 eV/Å
calculated total energy = -118747.54492 eV
relative energy (zero: lowest compared OMol25 entry of this formula, charge and spin) = 10.6 kcal per mole
Kohn-Sham gap = 5.588 eV